(1)
DFT (the ωB97M-V functional and the def2-TZVPD basis) results for a cluster of 2 separate species, C23H22NO6 in total at a distorted geometry.

XYZ file:
```
52
Properties=species:S:1:pos:R:3:forces:R:3
C -4.33151 -1.11513 0.67607 0.010 -0.302 -0.029
C -4.14680 0.37504 0.59781 -0.064 -0.313 -0.009
O -2.72926 0.61108 0.66398 -0.204 0.662 -0.071
C -2.39816 1.89996 0.46632 0.022 -0.874 -0.095
C -0.92358 2.06894 0.46174 0.265 -0.404 -0.039
C -0.04733 1.02120 0.35511 -0.787 1.897 0.569
C 1.38787 1.33282 0.47856 1.844 0.240 -0.122
C 1.93090 2.33996 1.35270 -0.423 -0.929 -0.537
C 3.28873 2.62602 1.36319 0.568 -0.191 -0.388
C 4.16898 1.95351 0.48808 -2.457 -0.575 -0.030
N 5.56440 2.24912 0.47841 3.057 0.379 -0.205
O 6.29055 1.61823 -0.32718 -1.421 1.231 1.533
O 6.01865 3.11037 1.26625 -1.074 -1.523 -1.363
C 3.65047 0.97297 -0.38329 0.805 0.490 0.425
C 2.30573 0.65779 -0.36652 -0.996 0.294 0.334
C -0.54771 3.53703 0.38868 1.040 1.072 -0.839
O 0.21507 3.98711 -0.45084 -0.701 -0.742 0.629
O -1.14532 4.35611 1.27960 0.315 -0.065 0.032
C -0.78588 5.77125 1.14260 0.019 -0.292 -0.108
C -1.56610 6.57708 2.15122 -0.232 0.005 0.212
O -3.19605 2.78574 0.29510 0.034 -0.028 -0.032
H -5.39734 -1.34225 0.67658 -0.028 -0.079 0.014
H -3.87079 -1.61597 -0.18179 -0.063 0.103 0.158
H -3.88326 -1.52417 1.58714 -0.089 0.074 -0.126
H -4.52524 0.77478 -0.34933 0.005 0.039 0.250
H -4.62875 0.89096 1.43698 0.064 0.007 -0.237
H -0.40108 -0.01414 0.18436 0.265 0.757 0.218
H 1.28460 2.89499 2.03841 0.148 -0.317 -0.231
H 3.70641 3.37721 2.02892 -0.179 -0.148 -0.106
H 4.33692 0.47423 -1.05502 -0.112 -0.018 0.030
H 1.89757 -0.08443 -1.05845 0.309 0.125 0.248
H 0.29368 5.88184 1.31799 -0.262 -0.148 -0.212
H -1.02223 6.10799 0.12425 0.190 -0.272 0.219
H -1.27643 7.63100 2.07537 0.018 -0.162 -0.056
H -2.64311 6.51793 1.96853 0.146 -0.081 0.038
H -1.36294 6.25393 3.17586 -0.040 -0.033 -0.121
C -1.69665 -5.16653 -1.84732 -0.139 -0.014 0.082
C -1.76913 -3.98663 -1.07441 0.945 -0.438 -0.305
C -0.43754 -3.58717 -0.71530 -0.265 -0.797 0.079
C 0.45536 -4.60890 -1.21028 -0.934 -0.319 -0.246
C -0.34547 -5.58895 -1.95291 -0.437 0.776 0.275
C 0.22846 -6.69028 -2.61653 1.002 -0.013 -0.039
C 1.61477 -6.88590 -2.53610 -0.741 0.175 -0.012
C 2.38630 -5.99816 -1.75308 0.026 0.479 0.338
C 1.81635 -4.90076 -1.08066 0.609 -0.411 -0.462
H -2.50626 -5.72419 -2.30697 -0.162 0.224 0.141
H -2.71723 -3.52120 -0.78063 0.510 0.031 -0.147
H -0.15905 -2.77446 -0.03473 -0.117 -0.307 -0.266
H -0.37735 -7.37750 -3.21860 0.068 0.265 0.279
H 2.09952 -7.71651 -3.07268 -0.256 0.412 0.314
H 3.46390 -6.17555 -1.69114 -0.279 0.112 0.134
H 2.43238 -4.25741 -0.45608 0.176 -0.055 -0.121
```
Forces are in eV/Å.

## Properties
* LUMO: 0.4 eV
* E: -37980.4696 eV
* ΔE to the lowest compared entry with this formula, charge and spin: 5.67 kcal/mol
* net charge: -1
* E_HOMO: -0.091 Eh

(2)
DFT (the ωB97M-V functional and the def2-TZVPD basis) results for a structure of composition C18H41Cl13GaN4O2 at a distorted geometry.

XYZ file:
```
79
Properties=species:S:1:pos:R:3:forces:R:3
C -0.70201 0.87286 0.92750 0.920 0.464 1.731
N -1.83177 1.69246 0.34414 0.020 -1.079 -2.429
C -3.17676 1.01004 0.45590 -1.187 -0.230 1.459
C -1.53782 2.19625 -1.05126 0.874 5.362 -1.468
O -1.17921 3.50614 -1.15901 -1.635 -7.464 0.935
C -1.63965 1.33947 -2.44575 -0.289 1.722 0.621
Ga -0.79278 -0.54626 -2.38242 0.511 -0.099 -1.338
O 0.93042 -0.61958 -1.56695 -0.830 -1.687 1.372
Cl -2.17380 -2.08568 -1.39657 0.158 0.293 0.045
C -0.50954 -1.17047 -4.36574 0.455 -0.047 -0.618
C 0.10750 -0.00509 -5.33979 -0.530 -0.912 -0.766
N -0.96745 1.02734 -5.73507 0.349 -0.717 1.122
N 1.37086 0.65715 -4.82204 -1.058 0.562 -0.812
N 0.50422 -0.67647 -6.66965 0.292 0.535 0.722
H -0.96339 -0.26983 1.09425 0.553 2.238 -0.834
H -0.51272 1.30673 2.02323 -0.329 -0.966 -2.197
H 0.30871 1.04119 0.34801 -2.194 -0.594 0.948
H -3.11209 -0.14141 0.75019 0.050 2.359 -1.005
H -3.88448 1.14934 -0.46543 1.634 -0.243 1.552
H -3.73199 1.52423 1.37896 1.015 -1.028 -1.943
H -2.74598 1.21058 -2.85547 2.360 0.392 1.428
H -1.08271 1.99029 -3.27716 -1.257 -1.276 2.077
H 0.90384 -1.44454 -0.97799 -0.018 1.686 -1.442
H 0.21926 -2.10565 -4.42250 -1.468 1.965 0.159
H -1.52995 -1.51297 -4.82654 1.809 0.659 0.640
H -1.88519 0.79293 -5.28358 1.677 0.508 -0.483
H -0.66998 1.98772 -5.45579 -0.454 -1.293 -0.186
H 1.23517 1.11733 -3.89505 -0.101 -0.713 -0.998
H 1.64844 1.41816 -5.50890 -0.574 -1.323 1.032
H -0.31356 -1.16169 -7.09956 1.091 0.492 0.830
H 1.32607 -1.30797 -6.53615 -1.346 0.560 0.047
Cl 3.46603 -2.79054 1.40801 0.260 -0.042 0.225
C 3.20999 -1.15878 0.74054 -0.120 0.363 -0.140
C 3.45010 -0.07065 1.77484 0.326 -0.023 -0.317
Cl 2.20726 -0.06941 3.05074 -0.031 -0.058 0.125
H 2.19411 -1.11308 0.33603 0.333 0.078 0.187
H 3.91212 -1.04324 -0.09076 -0.139 0.034 0.176
H 3.41299 0.91221 1.29586 -0.091 -0.213 -0.011
H 4.42854 -0.17881 2.25409 -0.264 -0.066 -0.036
Cl 3.78488 0.81707 8.43290 0.083 0.005 0.053
C 2.56787 1.95590 7.80391 -0.293 0.224 -0.162
C 2.65416 2.11320 6.29418 -0.294 -0.215 0.076
Cl 4.14008 2.95581 5.78956 0.043 -0.021 0.018
H 2.70165 2.91325 8.31705 0.091 -0.215 -0.148
H 1.58759 1.55618 8.08080 0.167 0.010 -0.143
H 1.81267 2.71245 5.93417 0.131 -0.068 0.131
H 2.62397 1.14415 5.78551 0.105 0.205 0.144
Cl -2.17674 9.01703 -2.36775 -0.046 0.179 -0.072
C -2.06777 7.69191 -1.18206 0.018 -0.404 0.199
C -2.12133 6.32371 -1.84283 0.353 0.107 0.321
Cl -3.72465 5.97342 -2.53512 -0.067 0.055 -0.052
H -2.87542 7.81998 -0.45471 0.100 -0.031 -0.256
H -1.11543 7.81448 -0.65724 -0.122 -0.095 -0.165
H -1.91955 5.54478 -1.10163 -0.029 0.124 -0.169
H -1.37904 6.23286 -2.64249 -0.239 0.051 0.176
Cl 0.57257 -6.69774 -2.16692 -0.007 0.012 -0.012
C 1.95732 -6.22730 -1.14964 0.259 0.053 0.193
C 1.52210 -5.73409 0.22105 0.125 -0.029 0.036
Cl 0.67103 -4.17178 0.13470 -0.255 -0.226 -0.117
H 2.53112 -5.46665 -1.68806 -0.239 -0.076 0.141
H 2.58742 -7.11550 -1.04254 -0.136 0.116 0.059
H 2.39909 -5.58206 0.85712 -0.038 0.000 -0.171
H 0.86234 -6.45312 0.71745 0.073 0.168 -0.213
Cl -4.03859 0.49503 -4.65929 -0.672 -0.171 -0.329
C -5.60467 0.29305 -3.83450 -0.228 -0.038 0.171
C -6.21857 -1.07349 -4.09359 0.156 0.002 0.393
Cl -6.74509 -1.26469 -5.78439 -0.008 -0.002 -0.078
H -6.26697 1.10078 -4.16111 0.160 -0.213 -0.042
H -5.41704 0.41960 -2.76389 0.007 -0.145 -0.139
H -7.10652 -1.20667 -3.46858 0.132 0.118 -0.097
H -5.51622 -1.88120 -3.86333 -0.069 0.258 -0.116
Cl 3.75824 -2.47546 6.07451 -0.036 -0.005 0.049
C 4.20970 -3.12493 7.67077 0.085 -0.054 0.156
C 3.34050 -4.30388 8.07826 0.317 -0.090 -0.043
Cl 1.66167 -3.81581 8.41876 -0.018 0.002 -0.024
H 4.14963 -2.30958 8.39832 -0.113 -0.159 -0.172
H 5.25506 -3.44051 7.59982 -0.196 -0.049 0.005
H 3.73134 -4.75443 8.99535 -0.028 0.148 -0.115
H 3.31885 -5.07600 7.30233 -0.044 0.272 0.104
```
Forces are in eV/Å.

## Properties
* LUMO: 1.9 eV
* E: -244556.4302 eV
* net charge: -1
* E_HOMO: -0.190 Eh

(3)
DFT (the ωB97M-V functional and the def2-TZVPD basis) results for a cluster of 2 separate species, C17H18F2N3O6 in total at a distorted geometry.

XYZ file:
```
46
Properties=species:S:1:pos:R:3:forces:R:3
C 2.14648 1.03541 -2.53989 -0.159 -0.065 0.510
C 1.09884 0.21264 -1.67774 1.373 0.053 0.409
C 0.11587 1.12155 -0.84976 -0.583 0.969 -1.018
C -1.40242 0.78544 -1.07846 0.927 -1.470 0.658
N -2.22581 1.82092 -1.29650 0.915 -1.576 0.329
N -3.49607 1.54857 -1.44648 -2.328 -0.940 -0.232
C -4.13743 0.35564 -1.42254 2.103 -2.299 0.570
C -3.31412 -0.84946 -1.18510 1.414 1.829 -0.120
F -3.86363 -2.08125 -1.16759 0.695 1.903 -0.027
C -1.85658 -0.65036 -1.00048 -2.240 1.479 -0.264
O -1.00599 -1.70296 -0.76103 -1.489 3.009 0.765
N -1.24238 -2.74861 -1.73197 0.533 -1.580 -2.208
O -1.15607 -2.34885 -2.81582 -0.412 -0.418 0.938
O 1.88108 -0.51060 -0.69458 -0.933 -0.318 -1.075
C 2.54997 -1.64057 -1.28493 1.248 -0.638 1.807
C 3.06614 -2.51272 -0.08031 -0.076 -1.007 1.258
C 2.07687 -3.23835 0.70732 1.334 -0.657 0.842
C 2.44549 -4.06929 1.85743 1.643 1.431 -1.614
C 3.86170 -4.16842 2.22560 -1.019 0.903 -1.424
C 4.86691 -3.44162 1.45724 -1.993 0.129 -0.410
C 4.46075 -2.60777 0.31248 -0.948 -0.989 1.104
H 2.93735 1.36529 -1.80674 -0.864 -0.058 -0.784
H 1.69258 1.91848 -3.05398 0.390 -0.754 0.353
H 2.66952 0.38826 -3.28997 -0.682 0.530 0.594
H 0.55774 -0.53024 -2.32010 0.263 0.732 0.412
H 0.25463 2.17462 -1.23513 -0.378 -1.003 0.476
H 0.36725 1.18142 0.24623 -0.241 -0.560 -1.043
H -4.10967 2.36137 -1.60517 0.624 -0.223 0.086
H -5.23728 0.25499 -1.55818 1.015 0.472 0.084
H 1.82546 -2.23076 -1.90342 0.725 0.465 0.240
H 3.46973 -1.30886 -1.83184 -0.983 -0.303 -0.041
H 0.99249 -3.19542 0.43280 1.136 0.074 0.196
H 1.65274 -4.61495 2.41870 0.862 0.518 -0.507
H 4.10335 -4.82734 3.09561 0.088 0.802 -0.955
H 5.94449 -3.51592 1.74942 -1.191 0.129 -0.392
H 5.24915 -2.04407 -0.24122 -0.813 -0.566 0.466
C -2.65684 2.95961 2.09513 0.316 -0.660 -0.176
C -3.08703 4.37789 1.85615 -0.550 0.277 0.152
O -3.18543 4.90448 3.16014 0.549 -0.383 -0.391
C -2.27978 4.20803 3.91364 0.289 0.240 1.134
O -1.89594 4.54626 4.97914 -0.159 -0.169 -0.356
O -1.86986 3.07273 3.27174 -0.242 0.337 -0.180
F -4.31402 4.42441 1.27286 -0.025 0.039 -0.219
H -3.50133 2.29115 2.28615 -0.149 0.219 -0.031
H -2.06982 2.55760 1.26905 0.183 0.061 0.174
H -2.37907 4.97162 1.27207 -0.170 0.038 -0.092
```
Forces are in eV/Å.

## Properties
* LUMO: -5.7 eV
* E: -40097.6485 eV
* net charge: +1
* E_HOMO: -0.409 Eh

no.,frontier orbital gap (eV)
1,2.84
2,7.09
3,5.39